Entry 1:
The following is a quantum chemistry calculation of C50H64AsBiBrGeN6O5Si2 as an isolated structure, from the OMol25 dataset.

Geometry as XYZ:
```
131
Properties=species:S:1:pos:R:3:forces:R:3
Bi 0.4105 -0.5183 -0.1265 -0.82 0.61 0.12
N -2.5028 0.3931 -1.0959 -0.16 -0.03 0.16
C -2.6894 0.4668 -2.5277 0.02 -0.10 -0.27
C -1.5752 -0.3018 -3.2426 -0.53 0.05 -0.14
N -0.2361 0.0954 -2.8468 0.34 -0.37 -0.03
C 0.1197 1.4780 -3.0755 -0.13 0.34 0.23
C -0.0191 2.2924 -1.7866 -0.04 0.29 -0.58
N 0.9664 1.8532 -0.8136 0.15 0.02 -0.09
H -3.2437 0.8780 -0.6025 0.03 -0.05 0.02
H -2.5323 -0.5842 -0.8038 -0.10 -0.03 0.12
H -3.6495 0.0426 -2.8779 0.22 0.11 0.02
H -2.6770 1.5210 -2.8280 -0.02 -0.01 -0.08
H -1.6827 -1.3573 -2.9895 0.01 -0.01 -0.07
H -1.7241 -0.1870 -4.3327 0.01 -0.03 0.14
H 0.4245 -0.5462 -3.2706 -0.06 0.19 0.01
H 1.1617 1.5340 -3.4015 -0.02 0.02 -0.04
H -0.4993 1.9422 -3.8586 0.08 -0.08 -0.01
H 0.0886 3.3547 -2.0399 -0.04 -0.09 0.07
H -0.9992 2.1159 -1.3456 -0.02 0.08 -0.05
H 1.9087 2.1144 -1.0852 -0.04 0.00 0.08
H 0.7618 2.2410 0.1091 0.10 0.10 0.14
O -1.9174 -0.0749 1.7063 0.26 0.02 -0.33
C -1.7193 -0.8488 2.8367 -0.21 0.05 0.39
C -0.9716 -2.1485 2.6047 -0.34 -0.27 0.44
C -1.2772 -3.2188 3.4470 0.14 0.03 -0.09
C -0.6921 -4.4500 3.2318 0.01 0.16 -0.10
C 0.1874 -4.5841 2.1672 0.02 0.03 0.02
C 0.4726 -3.4656 1.4093 0.12 -0.57 0.13
N -0.0749 -2.2782 1.6348 -0.17 0.34 0.03
H -1.3468 0.7484 1.7144 -0.14 0.10 0.21
H -2.7093 -1.1276 3.2336 0.26 0.01 0.02
H -1.2084 -0.2891 3.6360 -0.03 -0.01 -0.07
H -1.9806 -3.0690 4.2518 -0.13 -0.01 0.03
H -0.9367 -5.2893 3.8668 0.01 -0.08 0.02
H 0.6414 -5.5314 1.9244 0.08 -0.07 -0.03
H 1.1515 -3.5219 0.5714 0.01 -0.12 -0.01
N 5.7556 2.2956 4.5863 0.12 0.08 0.10
C 4.9494 1.8664 3.8885 0.62 0.32 0.52
C 3.9706 1.3174 3.0365 -0.76 -0.44 -0.68
C 4.1783 1.2689 1.6569 0.08 0.08 0.23
C 3.2150 0.6996 0.8482 -0.02 -0.01 -0.06
C 2.0260 0.1771 1.3519 0.24 0.16 0.29
C 1.8374 0.2509 2.7288 0.00 0.02 -0.07
C 2.7868 0.8019 3.5667 0.14 0.06 0.06
H 5.0879 1.6781 1.2363 0.04 -0.01 0.00
H 3.4028 0.6531 -0.2180 0.08 -0.03 -0.09
H 0.9318 -0.1373 3.1689 -0.12 0.00 0.09
H 2.6249 0.8484 4.6343 -0.03 -0.01 0.07
Br -4.8795 -7.5789 -1.7957 0.18 0.11 -0.02
C -3.2307 -6.6338 -1.9832 -0.12 -0.14 -0.01
C -2.1583 -7.2573 -2.6030 -0.36 -0.14 0.08
N -0.9897 -6.6623 -2.7488 0.43 -0.26 -0.28
C -0.8452 -5.4297 -2.2907 -0.04 0.41 0.25
C -1.8684 -4.7204 -1.6686 -0.02 0.21 0.07
C -3.0989 -5.3428 -1.5120 0.05 -0.01 -0.03
C -1.6631 -3.2783 -1.1817 0.12 -0.72 -0.23
O -2.6655 -2.6355 -0.8768 -0.78 0.37 0.24
O -0.4717 -2.8947 -1.1562 0.21 0.08 -0.17
H -2.2392 -8.2627 -2.9937 -0.13 -0.09 0.02
H 0.1280 -4.9717 -2.4167 0.00 0.11 0.03
H -3.9107 -4.8104 -1.0359 0.00 0.03 -0.01
O -0.4960 4.3089 1.6114 0.13 0.25 -0.08
C -1.0460 3.1943 1.6408 -0.73 0.25 0.00
O -0.4438 2.0965 1.7071 0.38 -0.82 0.02
C -2.5822 3.1859 1.5596 0.44 0.05 0.04
C -3.0264 4.2131 0.5426 0.33 0.67 0.12
Ge -2.1234 6.0015 0.8551 -0.44 0.06 -0.13
C -0.4077 6.7331 0.1358 -0.64 -0.34 0.36
C 0.3907 6.0198 -0.7400 -0.08 -0.21 -0.04
C 1.5631 6.5527 -1.2444 0.08 -0.08 -0.17
C 1.9603 7.8236 -0.8692 0.08 0.07 -0.01
C 1.1734 8.5511 0.0076 0.12 0.17 0.01
C -0.0048 8.0122 0.4958 -0.21 0.03 0.10
C -3.4199 7.1635 -0.1966 0.46 -0.32 0.30
C -2.9804 7.9225 -1.2742 0.26 -0.01 -0.01
C -3.8613 8.6283 -2.0735 -0.08 0.15 -0.19
C -5.2187 8.5928 -1.8086 -0.05 0.07 -0.10
C -5.6802 7.8415 -0.7424 -0.24 0.04 0.00
C -4.7879 7.1380 0.0446 -0.06 -0.11 0.18
C -2.3407 6.5244 2.7584 0.14 -0.28 -0.61
C -1.2243 6.8816 3.5000 0.15 -0.03 -0.09
C -1.3405 7.2752 4.8207 0.12 0.12 0.13
C -2.5841 7.3108 5.4275 -0.03 0.00 0.14
C -3.6995 6.9038 4.7176 -0.18 0.02 0.11
C -3.5742 6.5139 3.3952 -0.13 -0.03 -0.13
H -2.9484 3.4675 2.5511 -0.05 -0.08 0.05
H -2.9364 2.1816 1.3221 -0.01 0.05 0.10
H -4.1000 4.3950 0.6130 -0.03 0.11 -0.09
H -2.8229 3.8580 -0.4683 0.03 0.09 -0.16
H 0.0782 5.0270 -1.0191 0.09 -0.15 -0.03
H 2.1718 5.9771 -1.9297 0.02 -0.04 -0.04
H 2.8752 8.2455 -1.2623 0.06 0.03 0.01
H 1.4825 9.5419 0.3122 -0.01 0.07 0.01
H -0.6301 8.5967 1.1591 0.01 0.09 0.08
H -1.9210 7.9597 -1.4938 0.03 0.03 -0.07
H -3.4922 9.2022 -2.9129 0.05 0.05 -0.04
H -5.9128 9.1403 -2.4309 -0.05 0.04 -0.05
H -6.7407 7.7970 -0.5325 -0.07 0.01 0.03
H -5.1722 6.5519 0.8681 -0.11 -0.07 0.05
H -0.2542 6.8313 3.0283 0.17 0.02 0.03
H -0.4592 7.5539 5.3816 0.07 0.04 0.02
H -2.6841 7.6458 6.4513 0.01 -0.04 0.06
H -4.6704 6.8880 5.1958 -0.05 0.03 0.01
H -4.4563 6.1959 2.8567 -0.10 -0.01 -0.01
C 2.6261 -0.6034 -4.6284 -0.06 -0.08 0.76
Si 3.6024 -0.9681 -3.0036 0.65 -0.10 -1.16
C 4.7176 0.5910 -2.7647 -0.57 -0.56 0.36
C 4.7525 -2.3975 -3.6054 -0.49 0.31 0.62
As 2.1869 -2.0070 -1.3835 1.79 -0.33 -0.92
Si 3.9474 -2.6776 0.0856 0.90 -0.77 0.83
C 5.6941 -1.8716 0.0249 -0.74 0.00 -0.35
C 3.5385 -2.6735 1.9668 -0.32 0.11 -0.68
C 4.1969 -4.5367 -0.3657 -0.25 0.79 -0.07
H 3.2042 -0.8774 -5.5053 0.28 -0.08 -0.04
H 2.3590 0.4429 -4.7335 -0.09 0.18 -0.01
H 1.7149 -1.1952 -4.6586 -0.16 -0.11 -0.12
H 5.3993 0.7270 -3.6003 0.00 -0.17 -0.26
H 5.3226 0.5111 -1.8680 0.13 -0.02 0.24
H 4.1262 1.4999 -2.6823 -0.16 0.15 0.04
H 5.2345 -2.1864 -4.5562 -0.01 0.24 -0.14
H 4.1387 -3.2887 -3.7271 -0.07 -0.12 -0.06
H 5.5264 -2.6377 -2.8851 0.18 -0.08 0.14
H 5.6582 -0.8570 0.4068 -0.06 0.24 0.08
H 6.0979 -1.8351 -0.9801 0.12 0.04 -0.23
H 6.4014 -2.4183 0.6420 -0.05 -0.28 0.17
H 4.3216 -2.1831 2.5352 0.23 0.17 0.01
H 3.4163 -3.6772 2.3639 0.02 -0.26 -0.07
H 2.6185 -2.1331 2.1595 -0.04 0.02 0.15
H 4.5670 -4.6350 -1.3820 0.06 -0.04 -0.22
H 3.2383 -5.0492 -0.3247 -0.17 -0.08 0.01
H 4.8838 -5.0533 0.2979 0.18 0.05 0.22
```
Positions in Å, forces in eV/Å.

Calculated values
Total charge: -1
E_tot: -10328.9189 hartree
E_LUMO: 2.2 eV
HOMO-LUMO gap: 7.803 eV
Energy above the lowest of the compared OMol25 structures with the same formula, charge and spin: 20.0 kcal per mole



Entry 2:
The following is a quantum chemistry calculation of C50H65FeN2 as an isolated structure, from the OMol25 dataset.

Geometry as XYZ:
```
118
Properties=species:S:1:pos:R:3:forces:R:3
C -0.7629 -1.1512 -0.3397 0.91 -0.15 -0.03
C -2.1186 -1.2597 0.3293 -0.24 0.37 -0.18
C -3.0769 -1.8666 -0.7065 -0.26 0.00 -0.13
C -2.0430 -2.1890 1.5334 0.11 -0.18 0.58
C -2.6002 0.1357 0.8162 -0.27 -0.23 -0.60
C -3.7644 0.6445 0.1917 0.14 -0.01 0.39
C -4.4113 1.7705 0.6879 -0.46 0.22 -0.30
C -3.8922 2.4176 1.7941 0.26 -0.29 0.06
C -2.6674 2.0022 2.3801 -0.47 0.72 -0.04
C -2.2627 2.8880 3.5882 -0.10 -0.15 -0.39
C -0.8059 2.7563 3.8675 0.01 4.61 -0.46
C -3.0877 2.4477 4.8071 -0.33 -0.18 0.32
C -2.4705 4.3706 3.2790 -0.49 0.42 -0.16
C -1.9770 0.8739 1.8631 0.76 -0.31 0.62
N -0.6391 0.3938 2.4498 -2.73 0.22 0.90
C -0.5344 0.0141 3.9354 -2.45 -0.59 -1.10
C 0.8984 0.2246 4.2541 2.53 0.61 -0.13
N 1.5382 0.4834 2.8909 2.82 -1.08 1.56
C 3.0744 0.2923 2.7674 -0.89 -0.09 1.18
C 3.5937 -1.0265 2.8843 0.83 -0.70 -0.29
C 2.8161 -2.3435 3.1354 0.18 0.33 -0.28
C 3.2478 -3.4386 2.1601 0.53 -0.35 -0.19
C 1.3504 -2.1589 2.9284 0.60 -4.44 -3.16
C 3.0859 -2.7486 4.5939 0.13 -0.10 0.46
C 4.9943 -1.2641 2.8149 -0.13 0.64 0.07
C 5.8971 -0.2054 2.7442 0.68 -0.68 0.05
C 5.4131 1.0861 2.7760 -0.41 0.16 -0.03
C 4.0218 1.3615 2.7783 1.08 0.19 0.39
C 3.7405 2.8771 2.8875 -0.36 -0.23 -0.13
C 4.5147 3.7100 1.8738 0.12 0.19 -0.17
C 3.9760 3.3359 4.3118 0.39 -0.10 0.67
C 2.3177 3.0506 2.5313 -0.81 -0.17 -0.60
C 0.6042 0.7118 1.9130 -0.48 0.93 -0.29
C 0.7704 1.2813 0.6879 -0.27 1.12 -0.30
C 2.0953 1.7114 0.1735 0.04 -5.51 -0.69
C 3.0177 0.6364 0.0100 -2.37 1.15 -0.09
C 4.2159 0.8616 -0.6655 2.12 -1.09 -0.94
C 4.6464 2.1311 -0.9961 -1.32 1.41 -0.15
C 3.7805 3.2558 -0.6781 3.10 -1.66 -2.53
C 2.4117 2.8871 -0.5753 -2.02 0.73 0.60
H 0.0125 -0.8897 0.3921 -0.35 -0.22 -0.50
H -0.4700 -2.1124 -0.7933 -0.22 0.26 0.03
H -0.7475 -0.3685 -1.1154 -0.06 -0.38 0.16
H -4.1023 -1.9551 -0.3117 0.29 0.02 -0.18
H -3.0950 -1.2674 -1.6341 -0.04 -0.33 0.34
H -2.7418 -2.8773 -0.9813 0.02 0.29 0.13
H -3.0233 -2.2680 2.0340 0.28 -0.03 -0.19
H -1.7209 -3.1945 1.2231 -0.10 0.23 0.07
H -1.3133 -1.7981 2.2607 -0.35 -0.36 -0.36
H -4.2268 0.1405 -0.6677 0.45 0.21 0.60
H -5.3513 2.1363 0.2071 0.93 -0.37 0.46
H -4.4509 3.2773 2.2029 0.53 -0.64 -0.21
H -0.1966 3.0757 3.0184 -0.20 0.29 0.24
H -0.4919 3.2225 4.8053 -0.14 0.85 -0.18
H -0.5895 1.8356 4.0499 1.26 -4.21 0.73
H -4.1105 2.8540 4.7606 0.27 -0.16 -0.01
H -3.1822 1.3455 4.8680 0.07 0.53 -0.04
H -2.6258 2.7991 5.7445 -0.14 -0.02 -0.27
H -3.5329 4.6467 3.2447 0.30 0.07 0.01
H -1.9879 4.9913 4.0457 -0.11 -0.18 -0.09
H -2.0169 4.6190 2.3075 -0.13 -0.05 0.29
H -1.2744 0.4557 4.6587 0.89 0.46 -1.00
H -0.9595 -0.9773 4.0060 0.89 -1.01 -0.08
H 1.1991 1.0563 4.8760 -0.81 1.02 0.12
H 1.3820 -0.5558 4.8923 -0.40 0.01 -1.14
H 4.2621 -3.8113 2.3683 -0.33 0.03 -0.14
H 2.5602 -4.2931 2.2220 0.13 0.20 0.04
H 3.2291 -3.0613 1.1256 -0.03 -0.13 0.30
H 1.0397 -1.4637 3.5002 -1.94 3.87 3.05
H 1.0873 -1.8944 1.9000 0.04 -0.39 0.09
H 0.7518 -2.9955 3.3019 0.29 -0.65 -0.60
H 3.0153 -1.8811 5.2790 0.01 -0.40 -0.33
H 2.3602 -3.5035 4.9336 0.20 0.12 -0.14
H 4.0971 -3.1690 4.7160 -0.30 0.17 -0.05
H 5.4046 -2.2886 2.8640 -0.49 0.75 -0.04
H 7.0021 -0.4063 2.7044 -1.24 0.24 0.06
H 6.1468 1.9180 2.8141 -0.79 -0.65 -0.08
H 4.1674 3.5124 0.7650 0.63 0.17 1.98
H 4.3056 4.7771 2.0295 0.15 -0.15 0.18
H 5.5905 3.5234 1.9018 -0.03 0.26 -0.15
H 3.3899 2.7147 5.0147 0.24 0.24 -0.23
H 5.0396 3.2382 4.5707 -0.20 0.13 0.15
H 3.6627 4.3821 4.4381 0.13 -0.21 -0.06
H 1.6539 2.5752 3.2465 0.17 0.46 -0.04
H 2.0037 4.0730 2.3275 0.13 0.15 0.03
H 2.2793 2.4474 1.5840 -0.45 1.40 1.64
H -0.1184 1.5106 0.0570 0.70 -0.18 0.77
H 2.7032 -0.3976 0.2116 0.16 0.70 0.23
H 4.8508 -0.0259 -0.9653 -0.72 1.13 0.54
H 5.5967 2.2902 -1.4831 0.14 0.03 0.04
H 4.0292 4.1896 -1.1383 0.23 0.59 0.20
H 1.7269 3.1446 -1.3497 -0.46 0.09 -0.87
C -4.6823 -1.9238 -4.3917 -0.17 -0.02 0.16
C -3.4471 -2.2816 -5.1349 0.08 -0.44 -0.26
C -3.1518 -1.7967 -6.4120 -0.15 1.55 0.33
C -1.8107 -1.6970 -6.9874 -0.67 1.50 -0.66
C -1.8867 -0.8095 -8.1615 0.00 0.32 1.69
C -3.2362 -0.5090 -8.4070 -0.11 -0.14 1.38
C -4.0497 -1.1518 -7.3750 0.45 0.70 0.49
Fe -2.9213 -2.5509 -8.3379 -0.13 -0.58 0.34
C -3.7638 -3.7314 -9.8409 1.08 -0.24 0.48
C -3.7406 -4.4338 -8.5809 0.86 -0.89 -0.60
C -2.3681 -4.4826 -8.1154 -0.71 -0.07 -1.86
C -1.5385 -3.8083 -9.1051 -2.00 -0.78 -0.96
C -2.4092 -3.3463 -10.1722 0.28 -1.77 0.21
H -5.1134 -2.7906 -3.8661 -0.07 0.21 -0.07
H -4.4441 -1.1661 -3.6172 -0.27 -0.09 -0.10
H -5.4444 -1.4893 -5.0572 0.21 -0.19 0.27
H -2.6824 -2.8484 -4.6122 0.04 0.10 0.07
H -0.8984 -1.9892 -6.4857 -0.06 -0.21 -0.13
H -1.0243 -0.4209 -8.6483 0.38 0.09 -0.59
H -3.6326 0.1588 -9.1375 -0.09 0.14 -0.57
H -5.1147 -0.9633 -7.2125 0.42 -0.25 -0.23
H -4.6237 -3.6179 -10.4882 0.01 0.24 0.19
H -4.5768 -4.9379 -8.1163 0.00 0.21 0.05
H -2.0083 -5.0146 -7.2601 0.06 0.08 0.45
H -0.4754 -3.7552 -9.0969 0.53 0.29 0.13
H -2.0831 -2.9001 -11.0911 0.03 0.27 -0.17
```
Positions in Å, forces in eV/Å.

Calculated values
Total charge: -1
E_tot: -3316.9610 hartree
Spin multiplicity: 5
E_LUMO (spin up / spin down): 1.7 / 0.1 eV
HOMO-LUMO gap (spin up / spin down): 2.182 / 2.297 eV